58
Properties=species:S:1:pos:R:3 method="wB97M-V/def2-TZVPD" e_homo_ev=-9.410 lumo_energy_ha=0.0022 smiles="O=C1NC[C@H](P(=O)(O)O)[C@@H]1C(F)(F)C(F)F.COC[C@@H](C)N.COC[C@@H](C)N" charge=0
O -2.564 3.751 3.511
C -2.422 3.682 2.183
N -2.125 4.772 1.176
C -1.495 4.313 -0.147
C -1.316 2.687 0.195
P -0.814 1.497 -1.206
O -0.273 2.405 -2.419
O -2.062 0.418 -1.758
O 0.622 0.625 -0.632
C -2.506 2.298 1.247
C -4.015 1.947 0.723
F -4.228 0.544 0.295
F -4.927 2.153 1.910
C -4.596 2.916 -0.462
F -4.855 4.328 -0.033
F -3.811 2.842 -1.748
H -1.830 5.708 1.532
H -2.061 4.611 -1.127
H -0.417 4.779 -0.111
H -0.342 2.681 0.886
H -2.135 -0.324 -1.059
H 0.635 -0.306 -1.002
H -2.193 1.304 1.816
H -5.671 2.481 -0.748
C 2.506 -0.223 -3.443
C 3.673 -0.846 -2.680
C 4.911 -1.120 -3.561
O 4.791 -2.269 -4.406
C 4.072 -2.041 -5.609
N 3.206 -2.070 -2.010
H 1.970 -0.949 -4.060
H 1.775 0.198 -2.742
H 2.850 0.589 -4.092
H 3.972 -0.127 -1.908
H 5.759 -1.333 -2.897
H 5.194 -0.237 -4.148
H 4.235 -1.034 -6.004
H 3.008 -2.221 -5.447
H 4.417 -2.765 -6.353
H 3.961 -2.430 -1.426
H 3.098 -2.788 -2.733
C -0.312 -3.412 4.822
C 0.507 -2.315 4.145
C -0.355 -1.180 3.549
O -1.005 -1.518 2.319
C -2.209 -2.255 2.474
N 1.373 -2.927 3.125
H -0.792 -4.083 4.106
H 0.334 -4.032 5.455
H -1.089 -2.982 5.463
H 1.148 -1.869 4.916
H 0.310 -0.341 3.307
H -1.081 -0.797 4.277
H -2.761 -1.962 3.372
H -1.991 -3.325 2.492
H -2.839 -2.064 1.601
H 1.985 -2.205 2.743
H 0.775 -3.180 2.333


51
Properties=species:S:1:pos:R:3 method="wB97M-V/def2-TZVPD" e_homo_ev="-11.120 / -15.958" lumo_energy_ha="-0.2206 / -0.3790" charge=+2 multiplicity=5
C 0.001 0.140 -5.892
C 0.012 1.200 -4.950
H 0.002 0.562 -6.919
H -0.913 -0.473 -5.733
H 0.906 -0.486 -5.738
O 0.022 2.210 -4.373
I -0.022 -2.126 -2.456
Ir 0.002 0.210 -1.376
P 2.283 -0.059 -0.888
C 3.058 1.208 0.151
C 2.452 -1.620 0.033
H 3.483 -1.698 0.404
H 4.337 -0.177 -2.116
H 2.215 -2.465 -0.627
H 3.055 -1.143 -2.912
H 2.731 1.087 1.193
H 1.744 -1.590 0.873
C 3.275 -0.200 -2.397
H 4.151 1.107 0.085
H 3.053 0.651 -3.056
H 2.764 2.207 -0.201
P -2.284 -0.017 -0.885
C -3.034 1.267 0.151
C -3.279 -0.144 -2.394
H -2.263 -2.424 -0.620
H -3.512 -1.630 0.413
H -1.770 -1.556 0.876
C -2.481 -1.573 0.039
H -3.075 -1.092 -2.906
H -4.340 -0.103 -2.111
H -4.129 1.189 0.082
H -2.719 2.259 -0.201
H -3.044 0.702 -3.054
H -2.713 1.140 1.194
C 0.018 2.048 -1.617
O 0.029 3.214 -1.669
C 1.530 -1.019 4.347
Si -0.001 -0.144 3.701
C -1.533 -1.017 4.345
C -0.001 1.612 4.364
C 0.001 -0.095 1.839
C 0.003 0.097 0.598
H 1.527 -1.066 5.445
H 2.445 -0.496 4.044
H 1.597 -2.043 3.960
H -1.530 -1.065 5.443
H -2.447 -0.494 4.042
H -1.600 -2.042 3.959
H 0.886 2.161 4.019
H -0.891 2.159 4.024
H 0.002 1.625 5.463


51
Properties=species:S:1:pos:R:3 method="wB97M-V/def2-TZVPD" e_homo_ev="-18.421 / -18.364" lumo_energy_ha="-0.4915 / -0.4997" charge=+3 multiplicity=3
C -0.001 0.121 -4.730
C 0.021 1.386 -3.909
H 0.001 0.506 -5.764
H -0.886 -0.541 -4.600
H 0.875 -0.561 -4.607
O 0.046 2.499 -4.422
I -0.026 -2.932 -1.387
W -0.006 -0.412 -1.653
P 2.297 -0.068 -1.051
C 2.615 1.396 -0.035
C 2.825 -1.437 0.040
H 3.820 -1.174 0.395
H 4.460 0.151 -1.983
H 2.834 -2.378 -0.519
H 3.446 -1.033 -2.912
H 1.998 1.310 0.870
H 2.125 -1.487 0.890
C 3.472 -0.044 -2.430
H 3.688 1.319 0.212
H 3.188 0.761 -3.132
H 2.383 2.313 -0.606
P -2.299 -0.027 -1.045
C -2.590 1.443 -0.031
C -3.477 0.016 -2.425
H -2.881 -2.325 -0.512
H -3.844 -1.103 0.398
H -2.153 -1.447 0.896
C -2.854 -1.384 0.046
H -3.467 -0.972 -2.908
H -4.462 0.227 -1.978
H -3.664 1.385 0.218
H -2.343 2.356 -0.602
H -3.179 0.818 -3.126
H -1.975 1.348 0.874
C 0.014 1.621 -2.338
O 0.020 2.649 -1.658
C 1.476 -1.159 4.151
Si -0.002 -0.307 3.430
C -1.481 -1.158 4.148
C -0.002 1.475 3.974
C 0.011 -0.420 1.629
C -0.002 -0.304 0.371
H 1.396 -1.315 5.236
H 2.364 -0.561 3.958
H 1.585 -2.114 3.634
H -1.400 -1.314 5.233
H -2.371 -0.562 3.956
H -1.592 -2.117 3.636
H 0.878 1.957 3.545
H -0.887 1.962 3.558
H 0.005 1.635 5.065